Entry P
C4H7N3O in the gas phase. Source: the OMol25 dataset; level of theory: ωB97M-V/def2-TZVPD.

For the frontier orbital gap, the calculation gives 9.336 eV.

Last column: Löwdin charge in e.
Geometry (Å):
1 H -3.2776 -0.2812 0.6883  0.15
2 N -2.3297 -0.8917 0.2379  0.08
3 C -1.3061 -0.1388 0.1255  -0.51
4 N -0.1770 -1.2063 -0.3202  0.04
5 N 1.1492 -0.4302 -0.5298  -0.15
6 C 2.2730 -0.6739 0.3133  -0.01
7 C 1.2040 0.5428 0.4675  -0.23
8 C 0.3209 1.6699 -0.1283  -0.07
9 O -1.0504 1.0933 -0.1575  0.00
10 H -0.3344 -1.9588 -1.1456  0.16
11 H 3.1145 -0.8049 -0.3253  0.08
12 H 2.1488 -1.4394 1.1741  0.13
13 H 0.6779 0.3887 1.3278  0.08
14 H 0.4877 1.9909 -1.1980  0.13
15 H 0.1381 2.6555 0.3560  0.12

=====

Entry Q
C4H7N3O as an isolated structure. Source: the OMol25 dataset; level of theory: ωB97M-V/def2-TZVPD.

For the frontier orbital gap, the calculation gives 9.753 eV.

Last column: Löwdin charge in e.
Geometry (Å):
1 C 3.2524 0.2368 0.0274  -0.50
2 C 0.9608 -1.1467 0.0157  -0.31
3 C 0.2576 1.2239 0.0241  -0.03
4 C -1.2425 -0.6958 0.5181  -0.01
5 N 3.6491 1.1380 0.6304  0.10
6 N 2.7213 -0.6817 -0.7253  0.10
7 N 0.0834 -0.2002 0.1486  -0.14
8 O 0.9281 -2.3202 0.1781  0.12
9 H -0.5040 1.6246 -0.6463  0.10
10 H 0.1506 1.6904 1.0067  0.10
11 H 1.2452 1.4521 -0.3649  0.07
12 H -1.7122 -1.1812 -0.3408  0.11
13 H -1.1551 -1.4341 1.3163  0.10
14 H -1.8573 0.1343 0.8520  0.09
15 H 3.1871 -1.5787 -0.7506  0.09

=====

From most stable to least stable, the computed energies give entry Q, entry P.

=====

Entry P
A 5-piece molecular cluster, H10O5 overall. Source: the OMol25 dataset; level of theory: ωB97M-V/def2-TZVPD.

For the frontier orbital gap, the calculation gives 10.369 eV.

Last column: Löwdin charge in e.
Geometry (Å):
1 O -1.4353 -0.7222 -1.1272  -0.04
2 H -0.6845 -0.1975 -0.8273  0.01
3 H -1.7975 -1.0980 -0.3169  0.03
4 O -1.1668 -0.7180 2.6087  -0.04
5 H -0.9166 -1.5335 3.0573  0.05
6 H -0.7308 -0.7788 1.7513  0.01
7 O -0.0202 -1.2439 -4.6225  -0.06
8 H 0.0425 -1.2490 -5.5843  0.03
9 H -0.2263 -0.3277 -4.4058  0.03
10 O 1.4836 1.7460 0.6370  -0.06
11 H 0.8575 2.4665 0.7708  0.07
12 H 1.1077 1.2411 -0.0929  0.04
13 O 1.4996 1.0035 2.7720  -0.09
14 H 0.7604 0.9106 3.3835  0.03
15 H 1.2267 0.5009 1.9962  0.00

=====

Entry Q
A 5-piece molecular cluster, H10O5 overall. Source: the OMol25 dataset; level of theory: ωB97M-V/def2-TZVPD.

For the frontier orbital gap, the calculation gives 11.004 eV.

Last column: Löwdin charge in e.
Geometry (Å):
1 O 0.5863 0.8049 2.1043  -0.05
2 H -0.0235 0.8228 1.3666  0.00
3 H 1.2509 0.1644 1.8509  0.01
4 O -3.8758 3.4428 1.6290  -0.05
5 H -3.3407 2.6716 1.4418  0.02
6 H -4.7277 3.0879 1.8831  0.03
7 O -1.4684 0.4330 -0.6816  -0.04
8 H -0.9608 -0.2496 -1.1204  0.03
9 H -2.1856 0.6247 -1.2858  0.04
10 O 1.1259 -2.5258 -2.2064  -0.04
11 H 1.2274 -3.3365 -1.7076  0.04
12 H 1.7465 -2.6101 -2.9303  0.03
13 O 3.3714 -1.0357 0.2256  -0.05
14 H 4.2865 -0.8764 -0.0055  0.03
15 H 2.9877 -1.4181 -0.5636  0.00

=====

From most stable to least stable, the computed energies give entry Q, entry P.

=====

Entry P
A 5-piece molecular cluster, H10O5 overall. Source: the OMol25 dataset; level of theory: ωB97M-V/def2-TZVPD.

For the frontier orbital gap, the calculation gives 11.901 eV.

Last column: Löwdin charge in e.
Geometry (Å):
1 O -0.9632 -1.6797 0.2509  -0.07
2 H -1.6925 -1.0643 0.0805  0.01
3 H -1.3661 -2.5366 0.4926  0.07
4 O -2.0135 0.6623 -0.3356  -0.10
5 H -1.2424 1.2875 -0.5954  0.07
6 H -2.5693 1.1354 0.3126  0.06
7 O 0.5492 1.8813 -0.1050  -0.05
8 H 1.0618 2.6481 -0.0942  0.02
9 H 0.8693 1.2475 0.5802  0.01
10 O 1.4119 -0.1695 1.3105  -0.03
11 H 1.8080 -0.4698 0.4915  0.02
12 H 0.6799 -0.7631 1.3413  0.01
13 O 1.5428 -0.9010 -1.3676  -0.07
14 H 1.2307 -0.0068 -1.4058  0.00
15 H 0.6935 -1.2714 -0.9565  0.05

=====

Entry Q
A 5-piece molecular cluster, H10O5 overall. Source: the OMol25 dataset; level of theory: ωB97M-V/def2-TZVPD.

For the frontier orbital gap, the calculation gives 9.314 eV.

Last column: Löwdin charge in e.
Geometry (Å):
1 O -0.0687 0.0776 -0.2136  -0.05
2 H 0.7855 0.4358 0.0957  0.05
3 H 0.1508 0.1336 -1.1235  0.01
4 O 1.1443 1.7677 -4.9470  -0.11
5 H 0.9277 2.5768 -5.5521  0.09
6 H 0.4260 1.6599 -4.3061  0.02
7 O 0.5068 -1.7668 4.5644  -0.14
8 H 0.1465 -0.9647 4.1305  0.04
9 H 0.0675 -2.5015 3.9795  0.11
10 O 1.7837 -1.3470 2.9707  -0.07
11 H 1.1100 -1.2817 2.3630  -0.02
12 H 1.9872 -0.4766 3.3694  0.08
13 O -3.2464 1.0426 -2.3084  -0.09
14 H -4.0776 1.1945 -1.7692  0.07
15 H -2.4811 1.0308 -1.7158  0.01

=====

From most stable to least stable, the computed energies give entry P, entry Q.

=====

Entry P
A 5-piece molecular cluster, H10O5 overall. Source: the OMol25 dataset; level of theory: ωB97M-V/def2-TZVPD.

For the frontier orbital gap, the calculation gives 11.358 eV.

Last column: Löwdin charge in e.
Geometry (Å):
1 O -0.6756 0.3813 0.5360  -0.03
2 H 0.1134 -0.1727 0.5010  0.00
3 H -0.4716 1.0143 1.1670  0.02
4 O -1.3226 -1.3567 -1.6640  -0.06
5 H -1.2486 -0.5477 -1.1190  0.00
6 H -1.9416 -1.9657 -1.3140  0.01
7 O 3.2994 0.9553 1.1980  -0.08
8 H 4.0154 0.6513 1.8080  0.06
9 H 2.7434 0.1773 1.1520  -0.03
10 O -3.0896 1.5293 -1.3240  -0.06
11 H -3.2136 2.3653 -1.7690  0.03
12 H -2.3786 1.6323 -0.6710  0.01
13 O 1.5344 -1.2997 0.7160  -0.05
14 H 0.7754 -1.8707 0.9450  0.09
15 H 1.8604 -1.4937 -0.1620  0.08

=====

Entry Q
A 5-piece molecular cluster, H10O5 overall. Source: the OMol25 dataset; level of theory: ωB97M-V/def2-TZVPD.

For the frontier orbital gap, the calculation gives 11.524 eV.

Last column: Löwdin charge in e.
Geometry (Å):
1 O -2.1252 -1.6201 -2.6205  -0.06
2 H -2.5823 -1.3352 -1.8581  -0.06
3 H -2.1347 -0.8805 -3.2486  0.04
4 O -3.6643 -0.4345 -0.6869  -0.01
5 H -3.4759 0.2378 -0.0499  0.05
6 H -4.2066 -1.0718 -0.2822  0.04
7 O -1.3964 -1.4965 1.5412  -0.05
8 H -1.4015 -1.7225 0.6519  -0.02
9 H -0.4803 -1.6508 1.8931  0.07
10 O 2.2712 -1.1688 3.7025  -0.08
11 H 2.3186 -0.9616 4.7396  0.12
12 H 3.0599 -1.6134 3.6359  -0.04
13 O 4.3235 4.2892 -2.3441  -0.13
14 H 4.9691 4.3170 -3.1906  0.11
15 H 4.5250 5.1117 -1.8834  0.01

=====

Entry R
H10O5 as an isolated structure. Source: the OMol25 dataset; level of theory: ωB97M-V/def2-TZVPD.

For the frontier orbital gap, the calculation gives 10.116 eV.

Last column: Löwdin charge in e.
Geometry (Å):
1 O 0.2412 -0.1149 -0.2944  -0.05
2 H -0.6306 0.2730 -0.2181  -0.01
3 H 0.5023 -0.2977 0.6082  0.08
4 O -1.6670 0.3498 0.7423  0.01
5 H -1.7460 1.2600 0.4565  0.09
6 H -2.1476 0.3154 1.5693  0.10
7 O -0.6582 -2.1495 -1.4085  -0.06
8 H -0.4914 -1.8361 -0.5196  0.01
9 H 0.1335 -1.9218 -1.8959  0.02
10 O 1.2122 1.1731 2.7633  -0.04
11 H 1.6470 0.6714 2.0737  0.02
12 H 1.5950 2.0482 2.7011  0.04
13 O 0.9986 0.2430 -2.3219  -0.08
14 H 0.1960 0.0710 -2.8145  0.02
15 H 0.8148 -0.0850 -1.4416  -0.15

=====

Entry S
H10O5 as an isolated structure. Source: the OMol25 dataset; level of theory: ωB97M-V/def2-TZVPD.

For the frontier orbital gap, the calculation gives 9.173 eV.

Last column: Löwdin charge in e.
Geometry (Å):
1 H -0.3762 0.2484 -0.9040  0.06
2 H 0.9126 1.1914 -0.9289  0.04
3 H -0.9060 -1.7568 1.3446  0.06
4 H -2.3290 -2.2513 1.5098  0.12
5 H -1.4549 2.4824 1.2342  0.03
6 H -1.9322 2.7897 -0.1747  0.09
7 H -2.4310 -0.0595 0.4516  0.05
8 H -2.8063 -0.2893 -0.9676  0.07
9 H 4.7774 -0.8877 -0.8181  0.04
10 H 5.9833 -1.6385 -0.3210  -0.04
11 O -0.0144 1.1516 -0.6633  -0.13
12 O -1.7060 -1.8191 0.7972  -0.14
13 O -1.2722 2.2245 0.3366  -0.11
14 O -2.1513 -0.5480 -0.3083  -0.13
15 O 5.7064 -0.8377 -0.5879  0.00

=====

From most stable to least stable, the computed energies give entry P, entry Q, entry R, entry S.

=====

Entry P
A 5-piece molecular cluster, H10O5 overall. Source: the OMol25 dataset; level of theory: ωB97M-V/def2-TZVPD.

For the frontier orbital gap, the calculation gives 10.899 eV.

Last column: Löwdin charge in e.
Geometry (Å):
1 O 1.7059 -2.5570 0.8748  -0.05
2 H 2.1838 -2.7849 1.6819  0.05
3 H 2.3532 -2.6672 0.1673  0.05
4 O -0.0221 -0.1065 0.6797  -0.05
5 H 0.4764 -0.5625 1.3714  0.04
6 H -0.0277 -0.7512 -0.0375  0.05
7 O -1.8974 2.0527 1.2949  -0.07
8 H -1.4976 2.7329 1.8467  0.03
9 H -1.2020 1.3893 1.1569  -0.02
10 O 1.8904 2.2007 -0.3625  -0.06
11 H 1.9327 1.6749 -1.1683  0.03
12 H 1.5573 1.5766 0.2963  0.00
13 O -2.4177 -1.0822 -2.7703  -0.06
14 H -1.7730 -0.4854 -2.3741  0.02
15 H -3.2623 -0.6301 -2.6572  0.04

=====

Entry Q
A 5-piece molecular cluster, H10O5 overall. Source: the OMol25 dataset; level of theory: ωB97M-V/def2-TZVPD.

For the frontier orbital gap, the calculation gives 10.939 eV.

Last column: Löwdin charge in e.
Geometry (Å):
1 O -0.7271 -1.1310 -0.2613  -0.05
2 H -0.2471 -1.0210 0.5673  0.04
3 H -1.5857 -0.7278 -0.0903  0.03
4 O 4.4896 -1.1213 -0.2860  -0.05
5 H 4.0250 -1.2727 0.5448  0.03
6 H 3.8106 -1.2404 -0.9596  0.04
7 O -5.3712 -0.1895 -0.0409  -0.06
8 H -4.7977 -0.7901 0.4482  0.03
9 H -6.2620 -0.4673 0.2004  0.04
10 O 2.3334 1.4282 0.3370  -0.04
11 H 3.0704 0.9457 -0.0542  0.02
12 H 2.5026 1.3866 1.2850  0.05
13 O -0.2783 1.7536 -0.6773  -0.07
14 H -1.1953 1.4703 -0.5886  0.02
15 H 0.2328 0.9765 -0.4244  -0.02

=====

From most stable to least stable, the computed energies give entry P, entry Q.